No. 1
Density functional theory data (the ωB97M-V functional and the def2-TZVPD basis) for a cluster of 10 separate species, C26H53Cl19O3P in total.

Bonds (Å) are listed after each position.
Geometry (Å):
1 C -4.681 7.076 -2.030  C2 1.628, H14 1.145, H15 1.148, H16 1.148
2 C -4.935 5.659 -2.791  C1 1.628, C3 1.610, H17 1.147, H18 1.142
3 C -4.793 4.476 -1.707  C2 1.610, C4 1.621, H19 1.145, H20 1.147
4 C -3.638 3.462 -2.224  C3 1.621, O5 1.477, H21 1.143, H22 1.139
5 O -2.344 4.145 -2.026  C4 1.477, P6 1.683
6 P -1.059 3.137 -2.432  O5 1.683, Cl7 2.122, C8 1.877, H23 1.450
7 Cl -0.848 2.945 -4.535  P6 2.122
8 C 0.560 3.530 -1.567  P6 1.877, C9 1.603, H24 1.154, H25 1.152
9 C 1.359 4.788 -2.156  C8 1.603, C10 1.600, H26 1.153, H27 1.148
10 C 0.474 6.096 -2.408  C9 1.600, C11 1.595, H28 1.145, H29 1.154
11 C -0.154 6.730 -1.087  C10 1.595, O12 1.253, O13 1.438
12 O -1.394 6.750 -0.907  C11 1.253
13 O 0.646 7.338 -0.057  C11 1.438, H30 0.986
14 H -4.072 7.789 -2.687  C1 1.145
15 H -5.714 7.524 -1.811  C1 1.148
16 H -4.111 6.935 -1.043  C1 1.148
17 H -4.136 5.478 -3.593  C2 1.147
18 H -5.942 5.646 -3.330  C2 1.142
19 H -5.811 3.958 -1.636  C3 1.145
20 H -4.548 4.857 -0.654  C3 1.147
21 H -3.833 3.229 -3.326  C4 1.143
22 H -3.740 2.517 -1.596  C4 1.139
23 H -1.445 1.811 -1.991  P6 1.450
24 H 1.237 2.610 -1.735  C8 1.154
25 H 0.411 3.574 -0.426  C8 1.152
26 H 2.151 5.066 -1.367  C9 1.153
27 H 1.962 4.510 -3.092  C9 1.148
28 H -0.348 5.922 -3.187  C10 1.145
29 H 1.188 6.886 -2.854  C10 1.154
30 H 0.334 8.274 -0.061  O13 0.986
31 Cl -5.752 0.857 -3.325  C32 1.782
32 C -4.495 -0.296 -3.840  Cl31 1.782, C33 1.516, H35 1.090, H36 1.092
33 C -4.019 -1.172 -2.698  C32 1.516, Cl34 1.784, H37 1.092, H38 1.091
34 Cl -3.096 -0.251 -1.480  C33 1.784
35 H -3.674 0.272 -4.280  C32 1.090
36 H -4.937 -0.916 -4.622  C32 1.092
37 H -3.351 -1.947 -3.080  C33 1.092
38 H -4.853 -1.660 -2.191  C33 1.091
39 Cl 3.409 2.597 -0.751  C40 1.784
40 C 3.667 2.102 0.943  Cl39 1.784, C41 1.514, H43 1.091, H44 1.092
41 C 4.026 0.636 1.060  C40 1.514, Cl42 1.783, H45 1.091, H46 1.091
42 Cl 2.655 -0.423 0.640  C41 1.783
43 H 2.763 2.338 1.507  C40 1.091
44 H 4.481 2.716 1.332  C40 1.092
45 H 4.303 0.403 2.089  C41 1.091
46 H 4.866 0.374 0.415  C41 1.091
47 Cl 4.778 -6.276 -0.175  C48 1.780
48 C 3.395 -5.235 0.237  Cl47 1.780, C49 1.515, H51 1.084, H52 1.092
49 C 3.807 -3.792 0.447  C48 1.515, Cl50 1.781, H53 1.091, H54 1.092
50 Cl 4.787 -3.578 1.919  C49 1.781
51 H 2.916 -5.645 1.118  C48 1.084
52 H 2.691 -5.300 -0.596  C48 1.092
53 H 2.919 -3.169 0.566  C49 1.091
54 H 4.381 -3.410 -0.399  C49 1.092
55 Cl 0.859 -5.170 2.256  C56 1.782
56 C -0.554 -4.179 2.698  Cl55 1.782, C57 1.515, H59 1.091, H60 1.092
57 C -0.183 -2.730 2.938  C56 1.515, Cl58 1.782, H61 1.094, H62 1.092
58 Cl 0.799 -2.525 4.411  C57 1.782
59 H -1.019 -4.626 3.578  C56 1.091
60 H -1.260 -4.248 1.867  C56 1.092
61 H -1.089 -2.131 3.076  C57 1.094
62 H 0.376 -2.313 2.098  C57 1.092
63 Cl -1.535 2.617 0.911  C64 1.784
64 C -1.265 2.116 2.602  Cl63 1.784, C65 1.515, H67 1.091, H68 1.092
65 C -0.884 0.654 2.710  C64 1.515, Cl66 1.781, H69 1.092, H70 1.092
66 Cl -2.235 -0.428 2.292  C65 1.781
67 H -2.169 2.341 3.169  C64 1.091
68 H -0.456 2.738 2.990  C64 1.092
69 H -0.600 0.421 3.738  C65 1.092
70 H -0.042 0.409 2.059  C65 1.092
71 Cl 6.251 1.530 3.728  C72 1.783
72 C 7.874 0.796 3.678  Cl71 1.783, C73 1.515, H75 1.091, H76 1.092
73 C 8.376 0.613 2.260  C72 1.515, Cl74 1.781, H77 1.091, H78 1.091
74 Cl 7.458 -0.633 1.378  C73 1.781
75 H 7.834 -0.153 4.215  C72 1.091
76 H 8.541 1.467 4.223  C72 1.092
77 H 9.418 0.287 2.275  C73 1.091
78 H 8.319 1.543 1.691  C73 1.091
79 Cl -5.437 1.682 -8.317  C80 1.781
80 C -4.181 0.531 -8.835  Cl79 1.781, C81 1.515, H83 1.091, H84 1.092
81 C -3.706 -0.346 -7.695  C80 1.515, Cl82 1.783, H85 1.091, H86 1.092
82 Cl -2.785 0.575 -6.477  C81 1.783
83 H -3.360 1.099 -9.273  C80 1.091
84 H -4.623 -0.088 -9.618  C80 1.092
85 H -3.039 -1.121 -8.075  C81 1.091
86 H -4.541 -0.834 -7.189  C81 1.092
87 Cl 2.739 -7.967 1.335  C88 1.782
88 C 1.562 -9.223 1.796  Cl87 1.782, C89 1.516, H91 1.091, H92 1.092
89 C 0.530 -9.465 0.713  C88 1.516, Cl90 1.782, H93 1.092, H94 1.091
90 Cl -0.575 -8.082 0.513  C89 1.782
91 H 1.096 -8.921 2.736  C88 1.091
92 H 2.131 -10.137 1.976  C88 1.092
93 H -0.087 -10.326 0.976  C89 1.092
94 H 1.000 -9.664 -0.252  C89 1.091
95 Cl -1.522 -3.950 8.844  C96 1.782
96 C 0.117 -4.646 8.789  Cl95 1.782, C97 1.515, H99 1.091, H100 1.092
97 C 0.618 -4.816 7.369  C96 1.515, Cl98 1.782, H101 1.092, H102 1.092
98 Cl -0.273 -6.082 6.488  C97 1.782
99 H 0.100 -5.596 9.325  C96 1.091
100 H 0.770 -3.960 9.331  C96 1.092
101 H 1.667 -5.118 7.380  C97 1.092
102 H 0.537 -3.887 6.800  C97 1.092

- Total energy: -281173.86220 eV
- Total charge: +1

Löwdin atomic charge list, values in e, 99 entries: -0.1166, -0.2262, -0.1595, -0.2739, -0.3574, 0.7032, 0.3340, -0.3666, -0.2482, -0.1007, -0.3766, 0.0559, 0.0283, 0.0742, 0.0783, 0.0612, 0.0974, 0.1103, 0.1182, 0.1196, 0.1088, 0.0692, 0.0010, 0.0422, 0.0609, 0.1068, 0.1263, 0.1162, 0.1418, 0.1261, 0.5818, -0.6828, -0.6215, 0.5608, -0.0278, 0.0691, 0.0787, 0.0764, 0.6422, -0.6141, -0.6655, 0.5843, 0.0687, 0.0662, 0.0327, 0.0460, 0.5282, -0.7482, -0.6831, 0.5358, -0.1010, 0.0805, 0.0084, 0.0687, 0.6103, -0.6193, -0.6920, 0.5753, 0.0615, 0.0773, -0.0373, 0.0510, 0.6107, -0.6062, -0.6258, 0.6139, 0.0792, 0.0806, 0.0806, 0.0473, 0.5672, -0.6406, -0.6487, 0.5628, 0.0743, 0.0760, 0.0762, 0.0698, 0.5489, -0.6582, -0.6278, 0.5648, 0.0709, 0.0775, 0.0785, 0.0673, 0.5982, -0.6250, -0.6545, 0.5251, 0.0712, 0.0750, 0.0729, 0.0702, 0.5337, -0.6638, -0.6725, 0.5366, 0.0689


No. 2
Density functional theory data (the ωB97M-V functional and the def2-TZVPD basis) for a cluster of 4 separate species, C26H53FNO11 in total.

Bonds (Å) are listed after each position.
Geometry (Å):
1 C 0.592 3.584 5.563  C2 1.198, H13 1.059
2 C 1.054 2.757 4.830  C1 1.198, C3 1.473
3 C 1.602 1.650 4.028  C2 1.473, C4 1.575, H14 1.088, H15 1.084
4 C 1.690 1.985 2.491  C3 1.575, N5 1.462, C6 1.532, C10 1.560
5 N 0.738 3.055 2.199  C4 1.462, H16 1.013, H17 1.015
6 C 3.145 2.364 2.202  C4 1.532, C7 1.511, H18 1.093, H19 1.094
7 C 3.394 2.975 0.843  C6 1.511, C8 1.525, F9 1.422, H20 1.088
8 C 2.910 4.410 0.673  C7 1.525, H21 1.093, H22 1.087, H23 1.088
9 F 4.806 3.005 0.676  C7 1.422
10 C 1.306 0.671 1.744  C4 1.560, O11 1.255, O12 1.248
11 O 0.660 0.804 0.677  C10 1.255
12 O 1.646 -0.423 2.239  C10 1.248
13 H 0.130 4.099 6.366  C1 1.059
14 H 2.613 1.506 4.404  C3 1.088
15 H 0.992 0.769 4.190  C3 1.084
16 H 0.712 3.218 1.200  N5 1.013
17 H -0.183 2.675 2.394  N5 1.015
18 H 3.557 2.972 3.011  C6 1.093
19 H 3.709 1.427 2.229  C6 1.094
20 H 3.029 2.330 0.045  C7 1.088
21 H 2.133 4.465 -0.095  C8 1.093
22 H 2.476 4.819 1.582  C8 1.087
23 H 3.716 5.050 0.319  C8 1.088
24 C -1.636 2.605 -3.243  O25 1.406, H33 1.096, H34 1.090, H35 1.097
25 O -2.558 2.471 -2.189  C24 1.406, C26 1.429
26 C -2.009 1.740 -1.090  O25 1.429, C27 1.510, H36 1.095, H37 1.097
27 C -2.740 2.067 0.190  C26 1.510, O28 1.424, H38 1.091, H39 1.092
28 O -2.343 3.300 0.781  C27 1.424, C29 1.416
29 C -2.807 4.491 0.171  O28 1.416, C30 1.515, H40 1.092, H41 1.093
30 C -4.272 4.780 0.423  C29 1.515, O31 1.420, H42 1.100, H43 1.096
31 O -5.098 4.019 -0.445  C30 1.420, C32 1.407
32 C -6.407 3.883 0.052  O31 1.407, H44 1.097, H45 1.089, H46 1.097
33 H -1.344 1.626 -3.640  C24 1.096
34 H -2.115 3.179 -4.036  C24 1.090
35 H -0.741 3.146 -2.913  C24 1.097
36 H -0.948 1.975 -0.964  C26 1.095
37 H -2.116 0.670 -1.309  C26 1.097
38 H -2.465 1.303 0.920  C27 1.091
39 H -3.823 2.021 0.057  C27 1.092
40 H -2.576 4.507 -0.896  C29 1.092
41 H -2.230 5.290 0.644  C29 1.093
42 H -4.469 5.845 0.230  C30 1.100
43 H -4.509 4.555 1.470  C30 1.096
44 H -6.404 3.363 1.017  C32 1.097
45 H -6.971 3.283 -0.661  C32 1.089
46 H -6.892 4.860 0.161  C32 1.097
47 C -4.128 -5.552 4.260  O48 1.406, H56 1.098, H57 1.089, H58 1.097
48 O -2.750 -5.499 3.987  C47 1.406, C49 1.419
49 C -2.400 -6.254 2.838  O48 1.419, C50 1.515, H59 1.097, H60 1.100
50 C -1.093 -5.766 2.245  C49 1.515, O51 1.415, H61 1.094, H62 1.092
51 O -1.218 -4.594 1.463  C50 1.415, C52 1.430
52 C -1.392 -3.362 2.167  O51 1.430, C53 1.511, H63 1.092, H64 1.091
53 C -0.139 -2.857 2.844  C52 1.511, O54 1.429, H65 1.093, H66 1.093
54 O 0.071 -3.543 4.079  C53 1.429, C55 1.410
55 C 1.419 -3.464 4.485  O54 1.410, H67 1.097, H68 1.091, H69 1.095
56 H -4.454 -6.581 4.460  C47 1.098
57 H -4.317 -4.944 5.144  C47 1.089
58 H -4.707 -5.140 3.425  C47 1.097
59 H -3.188 -6.176 2.080  C49 1.097
60 H -2.292 -7.305 3.143  C49 1.100
61 H -0.748 -6.536 1.549  C50 1.094
62 H -0.326 -5.653 3.014  C50 1.092
63 H -2.227 -3.427 2.867  C52 1.092
64 H -1.663 -2.636 1.398  C52 1.091
65 H -0.245 -1.792 3.060  C53 1.093
66 H 0.718 -2.995 2.180  C53 1.093
67 H 2.075 -3.933 3.741  C55 1.097
68 H 1.515 -4.009 5.425  C55 1.091
69 H 1.725 -2.424 4.635  C55 1.095
70 C 2.986 -3.435 -7.253  O71 1.406, H79 1.097, H80 1.089, H81 1.097
71 O 3.204 -2.710 -6.068  C70 1.406, C72 1.419
72 C 4.202 -1.713 -6.222  O71 1.419, C73 1.514, H82 1.097, H83 1.099
73 C 4.045 -0.626 -5.180  C72 1.514, O74 1.419, H84 1.093, H85 1.091
74 O 3.024 0.313 -5.479  C73 1.419, C75 1.424
75 C 1.681 -0.116 -5.281  O74 1.424, C76 1.513, H86 1.091, H87 1.093
76 C 1.278 -0.203 -3.824  C75 1.513, O77 1.413, H88 1.100, H89 1.097
77 O 1.754 -1.401 -3.247  C76 1.413, C78 1.422
78 C 1.827 -1.306 -1.829  O77 1.422, H90 1.094, H91 1.088, H92 1.092
79 H 3.896 -3.961 -7.568  C70 1.097
80 H 2.205 -4.168 -7.056  C70 1.089
81 H 2.647 -2.773 -8.059  C70 1.097
82 H 4.138 -1.266 -7.221  C72 1.097
83 H 5.184 -2.193 -6.101  C72 1.099
84 H 4.971 -0.045 -5.176  C73 1.093
85 H 3.919 -1.046 -4.180  C73 1.091
86 H 1.484 -1.053 -5.805  C75 1.091
87 H 1.067 0.658 -5.750  C75 1.093
88 H 0.181 -0.200 -3.753  C76 1.100
89 H 1.673 0.666 -3.285  C76 1.097
90 H 2.522 -0.514 -1.533  C78 1.094
91 H 2.203 -2.255 -1.452  C78 1.088
92 H 0.845 -1.110 -1.394  C78 1.092

- Total energy: -54547.07263 eV
- Total charge: -1

In the Löwdin picture, each atom carries the following charge in e: 0.0784, -0.1521, -0.1260, -0.4247, 0.0856, -0.0956, -0.3431, -0.0457, -0.0736, -0.6632, -0.0485, -0.0473, 0.0022, 0.1131, 0.1115, 0.0568, 0.0806, 0.1266, 0.1293, 0.1372, 0.0709, 0.0706, 0.0726, -0.1189, -0.2033, -0.1903, -0.1722, -0.1330, -0.1851, -0.2051, -0.1986, -0.1238, 0.0705, 0.0834, 0.0901, 0.1114, 0.1307, 0.1265, 0.1190, 0.1225, 0.1282, 0.1240, 0.1270, 0.0874, 0.0851, 0.0841, -0.1243, -0.1967, -0.2079, -0.1944, -0.1300, -0.1673, -0.1985, -0.2040, -0.1173, 0.0838, 0.0861, 0.0870, 0.1247, 0.1231, 0.1237, 0.1226, 0.1182, 0.1275, 0.1159, 0.1242, 0.0877, 0.0793, 0.0864, -0.1228, -0.1958, -0.2065, -0.1846, -0.1304, -0.1796, -0.2165, -0.2050, -0.0872, 0.0850, 0.0866, 0.0862, 0.1246, 0.1254, 0.1259, 0.1250, 0.1196, 0.1222, 0.1149, 0.1319, 0.0869, 0.0875, 0.0816


In eV, the Kohn-Sham gap values for the records above are, in order, 7.97 7.50.
In eV, the HOMO energy values for the records above are, in order, -11.4 -4.9.
In eV/Å, the max |F| values for the records above are, in order, 4.40 1.31.